2 unconnected molecules or ions with the total composition C7H13N at a distorted geometry, computed with wB97M-V/def2-TZVPD.

Geometry as XYZ:
```
21
C7H13N, DFT wB97M-V/def2-TZVPD
C -2.0770 1.0594 2.6337
C -0.8873 1.4695 3.0870
N 0.1802 1.7292 2.2303
C 0.8668 0.7666 1.7878
H -2.2364 1.0412 1.5647
H -2.8833 0.8763 3.3267
H -0.7290 1.7869 4.1130
H 1.6514 0.9315 1.0591
H 0.6251 -0.2444 2.1268
C -0.2128 -1.9107 -0.3581
C 0.4801 -1.7509 -1.4828
C 0.1208 -0.6826 -2.4912
C 1.1693 0.4087 -2.5612
H 0.0770 -2.6490 0.3783
H -1.0141 -1.2230 -0.1206
H 1.3880 -2.2960 -1.7194
H -0.0386 -1.1564 -3.4630
H -0.8507 -0.2451 -2.2384
H 2.1154 0.0142 -2.9514
H 0.8858 1.1611 -3.3028
H 1.3694 0.9136 -1.6187
```

HOMO-LUMO gap = 10.00 eV
SMILES string = C=CN=C.C=CCC
highest occupied orbital energy = -8.96 eV

Atomic partial charges in e from the Mulliken method, atoms 1 to 6: -0.601 -0.105 -0.417 -0.346 0.250 0.270

A molecular structure, C6H11NSi at a distorted geometry, computed with wB97M-V/def2-TZVPD.

Geometry as XYZ:
```
19
C6H11NSi, DFT wB97M-V/def2-TZVPD
C 2.5862 -0.4649 -0.0745
C 2.1196 2.1020 -0.0375
C 1.4255 0.2469 0.0523
C -1.5387 1.1681 0.7445
C -0.5799 -1.7697 0.9925
C -0.9892 -0.7692 -1.7997
N 3.6219 -0.9642 -0.1764
Si -0.3600 -0.1833 -0.0771
H 1.4437 2.8932 0.0740
H 3.1285 2.4099 0.2497
H -2.1933 0.6092 1.3946
H -0.7848 1.8673 1.2096
H -2.2305 1.7650 0.0935
H -0.8632 -1.6166 2.0638
H -1.6094 -2.0771 0.7265
H 0.2872 -2.5132 0.8226
H -0.2304 -1.4213 -2.1238
H -1.8827 -1.2945 -1.5917
H -1.3504 0.0122 -2.5431
```

HOMO-LUMO gap (spin up / spin down) = 8.87 / 8.10 eV
highest occupied orbital energy (spin up / spin down) = -9.36 / -9.60 eV

Atomic partial charges in e from the Mulliken method, atoms 1 to 6: 0.466 -0.838 -0.048 -1.055 -1.079 -1.039

2 unconnected molecules or ions with the total composition C5H5FO at a distorted geometry, computed with wB97M-V/def2-TZVPD.

Geometry as XYZ:
```
12
C5H5FO, DFT wB97M-V/def2-TZVPD
C -0.0603 -2.3900 -0.5746
C 0.5524 -1.3927 -0.2333
C -0.2797 0.8692 0.6944
C -0.7363 1.5359 -0.4854
C 1.3770 -0.4151 0.4531
O -0.9205 0.5541 1.6509
F 1.5132 -0.6558 1.8101
H -0.6629 -3.2598 -0.6943
H -1.5363 0.8151 -0.9619
H -1.3264 2.4357 -0.2992
H -0.1392 1.7325 -1.3218
H 2.2190 0.1708 -0.0380
```

HOMO-LUMO gap = 8.58 eV
highest occupied orbital energy = -8.36 eV

Atomic partial charges in e from the Mulliken method, atoms 1 to 6: -0.094 -0.302 0.525 -1.022 -0.134 -0.410

A molecular structure, C16H19N2O4Sc at a distorted geometry, computed with wB97M-V/def2-TZVPD.

Geometry as XYZ:
```
42
C16H19N2O4Sc, DFT wB97M-V/def2-TZVPD
Sc -5.6017 -1.0050 13.0930
C -4.3588 0.6548 17.4967
C -4.0393 -0.0477 16.1420
C -3.0477 0.7891 15.2513
C -5.3494 -0.2019 15.4130
C -6.0037 0.9290 14.7639
C -7.2318 0.7553 14.1371
C -8.0313 -0.4133 14.2362
C -9.4753 -0.3805 13.8099
C -7.4356 -1.4660 14.9281
C -6.0986 -1.4121 15.4722
H -3.4756 1.1501 17.9105
H -4.8124 0.0307 18.2511
H -5.1426 1.4486 17.3122
H -3.5868 -1.0786 16.3025
H -3.2616 1.8545 15.4183
H -3.0161 0.5563 14.2212
H -2.0508 0.6548 15.6872
H -5.3881 1.8248 14.7078
H -7.5963 1.5552 13.5739
H -10.0989 0.1091 14.6063
H -9.7631 -1.3792 13.5666
H -9.5449 0.2759 12.9214
H -8.0674 -2.3791 15.0067
H -5.6541 -2.2518 15.9875
C -7.9970 -3.8977 11.8897
C -6.5037 -3.8701 11.6945
N -5.6876 -2.8652 11.9681
C -4.3976 -3.1442 11.4289
C -4.5148 -4.3299 10.7512
N -5.8225 -4.8017 10.9776
C -3.5955 -5.1430 9.9319
O -4.1821 -6.2460 9.5041
O -2.4980 -4.7777 9.6914
C -3.4025 -2.1415 11.6296
O -2.3191 -2.0636 11.1733
O -3.8837 -1.0736 12.5122
H -8.3386 -4.8202 12.3884
H -8.5809 -3.8768 10.8790
H -8.4150 -3.2172 12.5591
H -6.2165 -5.6312 10.4944
H -3.5091 -6.7423 9.0069
```

HOMO-LUMO gap = 8.22 eV
charge = +2
highest occupied orbital energy = -16.50 eV

Atomic partial charges in e from the Mulliken method, atoms 1 to 6: 1.290 -1.352 0.395 -1.641 0.415 -0.387

A single C7H7ClS molecule at a distorted geometry, computed with wB97M-V/def2-TZVPD.

Geometry as XYZ:
```
16
C7H7ClS, DFT wB97M-V/def2-TZVPD
C 0.0204 -2.4458 0.1058
C -0.4748 -1.2202 0.0022
C -1.8909 -1.0418 -0.0263
C -2.3651 0.2290 -0.0580
S -1.1296 1.4244 0.0269
C 0.0933 0.1572 0.0899
C 1.5114 0.6245 0.0053
C 1.7389 2.1799 -0.0296
Cl 2.8702 -0.3532 -0.2335
H 1.1047 -2.5969 0.0279
H -0.6105 -3.2452 -0.1028
H -2.6675 -1.7905 0.0782
H -3.3563 0.4700 0.2083
H 2.6946 2.4717 -0.3753
H 1.0158 2.5780 -0.6481
H 1.4455 2.5589 0.9291
```

HOMO-LUMO gap = 7.27 eV
SMILES string = C=c1ccs/c1=C(\C)Cl
highest occupied orbital energy = -7.37 eV

Atomic partial charges in e from the Mulliken method, atoms 1 to 6: -0.998 0.508 -0.492 -0.389 -0.214 0.163

A single C5H11N molecule at a distorted geometry, computed with wB97M-V/def2-TZVPD.

Geometry as XYZ:
```
17
C5H11N, DFT wB97M-V/def2-TZVPD
N 2.3061 0.0650 0.2455
C 1.1872 -0.3830 -0.4708
C 0.1466 -0.0849 0.6013
C -1.0911 -1.0943 0.3796
C -1.6515 0.1121 -0.4647
C -0.8339 1.1783 0.1980
H 2.3139 1.1113 0.2673
H 3.0773 -0.1133 -0.4230
H 1.1905 -1.4358 -0.8061
H 0.9167 0.3285 -1.3823
H 0.4952 0.0501 1.6896
H -0.8245 -2.0873 -0.0679
H -1.5573 -1.2514 1.3095
H -2.7261 0.1024 -0.5628
H -1.2965 0.1378 -1.4342
H -0.3763 1.9841 -0.3132
H -1.2763 1.3806 1.2342
```

HOMO-LUMO gap = 10.13 eV
SMILES string = NCC1CCC1
highest occupied orbital energy = -9.03 eV

Atomic partial charges in e from the Mulliken method, atoms 1 to 6: -0.667 -0.531 -0.085 -0.768 -0.711 -0.632

Number 1: E -329.18373 a.u.. Number 2: E -579.27834 a.u.. Number 3: E -368.45714 a.u.. Number 4: E -1791.82723 a.u.. Number 5: E -1129.22257 a.u.. Number 6: E -251.76463 a.u..